Record 1
Formula: C28H26N6O2S2
Source: the OMol25 dataset
Level of theory: ωB97M-V/def2-TZVPD

- HOMO (eV) = -7.60
- E_tot (Eh) = -2358.0008
- lowest unoccupied orbital energy (eV) = 0.60
- SMILES string = CCOc1ccc(NCc2nnc(SCC(=O)Nc3nc(-c4ccccc4)cs3)n2-c2ccccc2)cc1
- relative energy (zero: lowest compared OMol25 entry of this formula, charge and spin) (kJ/mol) = 18.0
- frontier orbital gap (eV) = 8.20

Last column: Mulliken charge in e.
Cartesian coordinates (Å):
C1 2.384763 -0.201895 4.728313  -0.84
C2 3.645779 -0.989647 4.381732  -0.47
O1 3.439395 -1.939388 3.359172  -0.47
C3 3.368707 -1.534295 2.057565  0.13
C4 3.561439 -0.239429 1.593646  0.55
C5 3.473286 0.032074 0.234931  -1.78
C6 3.210627 -0.972584 -0.695672  1.02
C7 3.017038 -2.270751 -0.220443  -0.22
C8 3.094025 -2.539039 1.127574  -0.66
H1 2.941890 -3.541013 1.494483  0.41
H2 2.796753 -3.074478 -0.901242  0.31
N1 3.200260 -0.652343 -2.052923  -0.30
H3 3.166448 0.352580 -2.183039  0.32
C9 2.315909 -1.364505 -2.961886  -1.38
C10 0.911254 -1.218090 -2.488093  1.13
N2 0.396835 -1.926749 -1.517384  -0.45
N3 -0.764658 -1.375293 -1.152661  -0.46
C11 -0.959927 -0.335081 -1.907461  0.05
N4 0.070115 -0.185437 -2.806305  0.50
C12 0.100340 0.716856 -3.889546  -0.04
C13 -1.001862 0.757770 -4.737420  -0.01
C14 -1.006329 1.627603 -5.811200  -0.89
C15 0.082813 2.450925 -6.045023  -0.42
C16 1.174633 2.410225 -5.195071  -1.04
C17 1.189606 1.546726 -4.114022  0.33
H4 2.020051 1.552847 -3.427681  0.21
H5 2.020178 3.058909 -5.366263  0.41
H6 0.077328 3.128422 -6.885302  0.41
H7 -1.863326 1.659464 -6.466361  0.40
H8 -1.845668 0.111080 -4.548048  0.51
S1 -2.189918 0.882397 -1.670714  -0.27
C18 -1.150907 2.137351 -0.792125  -0.74
C19 0.243650 1.641857 -0.512454  0.11
O2 1.207074 2.020238 -1.151019  -0.58
N5 0.420153 0.747701 0.501057  0.34
C20 -0.523979 0.104313 1.260080  0.41
N6 -1.764453 0.413905 1.352864  -0.12
C21 -2.440646 -0.420150 2.194717  -0.34
C22 -1.659627 -1.385769 2.764968  -0.82
S2 -0.030193 -1.273231 2.228834  0.12
H9 -1.947243 -2.166794 3.437792  0.36
C23 -3.870675 -0.221332 2.393362  1.01
C24 -4.528446 -0.724352 3.514382  -0.60
C25 -5.885985 -0.521847 3.674245  -0.65
C26 -6.604327 0.183292 2.722195  -0.39
C27 -5.956748 0.687455 1.606171  -0.67
C28 -4.599697 0.489271 1.440992  -0.07
H10 -4.089745 0.867159 0.568982  0.30
H11 -6.513267 1.235856 0.860218  0.39
H12 -7.665323 0.339107 2.851349  0.38
H13 -6.387253 -0.913524 4.547529  0.38
H14 -3.973136 -1.262898 4.267564  0.30
H15 1.383229 0.412384 0.601984  -0.31
H16 -1.091480 3.011886 -1.440150  0.58
H17 -1.677715 2.355663 0.135244  0.55
H18 2.586481 -2.421259 -2.971782  0.38
H19 2.439712 -0.949970 -3.964508  0.49
H20 3.629014 1.045744 -0.109850  0.29
H21 3.779844 0.575995 2.265863  0.37
H22 3.952895 -1.586623 5.245506  0.36
H23 4.469921 -0.312095 4.123625  0.33
H24 2.578952 0.442806 5.581268  0.41
H25 1.581022 -0.889703 4.977554  0.22
H26 2.061114 0.409704 3.889888  0.20

Force components x, y, z for each atom (eV/Å):
C 0.3 -0.2 -0.2
C -0.1 0.3 0.4
O -0.1 -0.2 -0.2
C 0.0 -0.1 -0.2
C 0.0 -0.1 0.3
C 0.2 -0.2 -0.3
C 0.2 0.2 0.4
C 0.1 0.1 0.0
C 0.1 0.2 0.2
H 0.0 -0.2 0.0
H -0.1 -0.1 -0.1
N 0.4 0.4 -0.4
H 0.0 -0.2 0.0
C -0.1 0.0 0.1
C -0.1 0.1 -0.3
N 0.7 -0.7 -0.3
N -0.9 0.2 0.2
C -0.5 0.4 -0.2
N 0.0 -0.7 0.6
C 0.0 0.3 -0.5
C 0.2 0.0 0.0
C -0.1 0.0 0.0
C 0.0 0.1 0.0
C 0.0 0.0 -0.1
C -0.1 -0.1 0.1
H 0.0 0.0 0.1
H 0.1 0.1 0.0
H 0.0 0.1 -0.1
H -0.1 0.0 -0.1
H 0.0 -0.1 0.0
S 0.1 0.0 0.1
C -0.4 0.1 -0.3
C -0.1 0.2 0.1
O 0.1 0.2 -0.1
N 0.6 0.0 0.1
C 0.0 -0.8 0.8
N 0.1 0.6 -0.2
C 0.7 -0.8 0.4
C -0.1 0.2 -0.2
S -0.4 0.5 -0.3
H -0.1 -0.2 0.2
C -0.4 0.1 0.1
C 0.1 0.1 -0.1
C -0.1 -0.1 0.1
C -0.1 0.0 0.0
C -0.1 0.0 0.0
C 0.1 -0.1 0.1
H 0.1 0.0 -0.1
H 0.0 0.0 -0.1
H -0.1 0.0 0.0
H 0.0 0.0 0.1
H 0.1 0.0 0.1
H -0.3 0.2 -0.1
H 0.2 -0.1 0.1
H 0.0 0.0 0.0
H -0.1 0.1 -0.1
H 0.0 -0.1 0.1
H 0.0 0.1 0.0
H 0.0 0.0 0.1
H 0.0 0.1 -0.1
H 0.0 -0.1 0.0
H 0.0 0.1 0.1
H -0.1 0.0 0.1
H -0.1 0.1 0.0

---

Record 2
Formula: C28H27BrN6O2RuS
Source: the OMol25 dataset
Level of theory: ωB97M-V/def2-TZVPD

- HOMO (spin up / spin down) (eV) = -7.92 / -10.47
- E_tot (Eh) = -4629.0172
- lowest unoccupied orbital energy (spin up / spin down) (eV) = -1.99 / -4.10
- spin multiplicity = 6
- charge = +1
- relative energy (zero: lowest compared OMol25 entry of this formula, charge and spin) (kJ/mol) = 105.9
- ⟨S²⟩ = 8.785
- frontier orbital gap (spin up / spin down) (eV) = 5.93 / 6.37

Last column: Mulliken charge in e.
Cartesian coordinates (Å):
Ru1 0.346382 -0.092633 0.619275  0.25
C1 -2.856553 4.196356 -3.748670  -1.58
C2 -1.965417 3.140287 -3.159117  0.35
C3 -1.878170 1.868006 -3.723390  -1.02
C4 -1.121113 0.877783 -3.136241  0.56
C5 -0.384931 1.108930 -1.970210  0.02
N1 0.290938 0.057943 -1.327281  0.30
C6 0.996140 -0.846218 -2.138965  0.40
C7 1.692356 -0.402516 -3.271333  0.04
C8 2.414802 -1.265234 -4.065419  -1.08
C9 2.507129 -2.624010 -3.760757  0.34
C10 3.337563 -3.554213 -4.598174  -1.54
C11 1.842797 -3.071239 -2.632650  -0.47
C12 1.086823 -2.208758 -1.843231  -0.02
N2 0.400847 -2.773454 -0.727693  -0.02
C13 -0.120318 -4.008640 -0.620348  -0.07
C14 -0.540291 -4.183850 0.681333  -1.28
C15 -0.235761 -2.986032 1.319961  -0.13
N3 0.338812 -2.141184 0.462896  0.17
C16 -0.431595 2.400262 -1.439341  -0.23
C17 -1.233054 3.383585 -2.010003  -0.65
N4 0.369530 2.777671 -0.320335  -0.18
C18 0.882431 3.994446 -0.061677  -0.05
C19 1.493258 3.949243 1.173209  -1.29
C20 1.323319 2.639502 1.608731  -0.42
N5 0.635431 1.942198 0.703173  0.51
H1 -2.936431 4.082693 -4.828894  0.40
H2 -2.482379 5.197328 -3.537935  0.38
H3 -3.863850 4.124220 -3.334037  0.29
H4 -2.439389 1.643586 -4.621991  0.41
H5 -1.105214 -0.114722 -3.566967  0.58
H6 1.650234 0.649087 -3.521984  0.53
H7 2.933872 -0.876236 -4.932779  0.42
H8 3.218882 -3.335882 -5.658961  0.39
H9 3.061378 -4.594216 -4.431705  0.37
H10 4.396965 -3.447268 -4.357979  0.30
H11 1.922879 -4.111352 -2.343731  0.52
H12 -0.164457 -4.662548 -1.473158  0.53
H13 -1.018329 -5.051806 1.097640  0.45
H14 -0.425276 -2.657966 2.328101  0.41
H15 -1.291941 4.356024 -1.536960  0.55
H16 0.779912 4.797765 -0.769634  0.51
H17 1.997792 4.752528 1.678429  0.43
H18 1.644588 2.152136 2.514497  0.47
Br1 -3.182219 -0.582579 -0.676916  -0.10
C21 -2.951936 0.181996 1.044826  0.03
C22 -4.048812 0.676625 1.700715  -0.82
C23 -3.843393 1.191164 3.008114  -0.32
C24 -2.609588 1.126486 3.580846  -1.20
C25 -1.530650 0.573240 2.846616  0.38
N6 -1.717907 0.157979 1.532250  0.54
C26 -0.235310 0.361664 3.381128  0.63
O1 0.031095 0.703621 4.593867  -0.83
O2 0.676872 -0.213061 2.639222  -0.08
H19 -5.021551 0.658493 1.236339  0.45
H20 -4.678284 1.610285 3.553386  0.43
H21 -2.428002 1.475429 4.587181  0.47
C27 0.625456 -1.744717 5.711951  -0.40
S1 1.771938 -0.376802 5.618028  0.23
C28 3.028751 -1.111656 4.574080  -0.57
H22 0.359543 -2.067754 4.707149  -0.13
H23 -0.255105 -1.389674 6.240751  0.32
H24 1.086347 -2.561015 6.267366  0.42
H25 3.885941 -0.442841 4.561863  0.32
H26 2.640415 -1.241222 3.566664  0.00
H27 3.325811 -2.067263 5.008881  0.36

Force components x, y, z for each atom (eV/Å):
Ru 0.0 0.0 -0.2
C 0.0 0.0 0.0
C 0.0 0.0 0.0
C 0.0 0.0 0.0
C 0.0 0.0 0.0
C 0.0 0.1 0.0
N 0.0 0.0 0.0
C 0.0 0.0 0.0
C 0.0 0.0 0.0
C 0.0 0.0 0.0
C 0.0 0.0 0.0
C 0.0 0.0 0.0
C 0.0 0.0 0.0
C 0.0 0.0 0.0
N 0.0 0.0 0.0
C 0.0 0.1 0.0
C 0.0 0.0 0.0
C 0.0 0.0 0.0
N 0.0 0.0 0.0
C 0.0 0.0 0.0
C 0.0 0.0 0.0
N 0.0 0.0 0.0
C -0.1 0.0 0.0
C 0.1 0.0 0.0
C -0.1 0.0 0.0
N 0.1 -0.1 0.0
H 0.0 0.0 0.0
H 0.0 0.0 0.0
H 0.0 0.0 0.0
H 0.0 0.0 0.0
H 0.0 0.0 0.0
H 0.0 0.0 0.0
H 0.0 0.0 0.0
H 0.0 0.0 0.0
H 0.0 0.0 0.0
H 0.0 0.0 0.0
H 0.0 0.0 0.0
H 0.0 0.0 0.0
H 0.0 0.0 0.0
H 0.0 0.0 0.0
H 0.0 0.0 0.0
H 0.0 0.0 0.0
H 0.0 0.0 0.0
H 0.0 0.0 0.0
Br 0.0 0.0 0.0
C -0.1 0.0 0.1
C 0.0 0.0 -0.1
C 0.0 0.0 0.1
C 0.0 0.0 0.0
C 0.1 0.0 0.0
N 0.1 -0.1 -0.1
C -0.2 0.1 0.1
O 0.0 0.1 0.1
O 0.2 -0.1 0.0
H 0.0 0.0 0.0
H 0.0 0.0 0.0
H 0.0 0.0 0.0
C 0.0 0.0 0.1
S -0.1 0.0 0.0
C 0.1 0.0 0.0
H 0.0 0.0 0.0
H 0.0 0.0 0.0
H 0.0 0.0 0.0
H 0.0 0.0 0.0
H -0.1 0.0 0.0
H 0.0 0.0 0.0